ORCA calculation (ωB97M-V/def2-TZVPD) on a 7-piece molecular cluster, C37H73BrN9O8 overall in a non-equilibrium geometry.

Geometry as XYZ:
```
128
Properties=species:S:1:pos:R:3:forces:R:3:lowdin_charge:R:1
C 3.7055 -0.3101 4.2770 1.1 1.6 -7.1 0.090
C 4.0135 0.0609 3.0395 -1.9 -1.8 5.6 -0.090
C 4.2332 0.4585 1.4697 -0.2 -0.6 2.0 -0.145
C 2.7808 0.4326 0.7837 0.0 -1.8 0.2 -0.209
C 1.4902 1.0160 1.6130 1.9 -1.7 0.0 -0.073
N 0.4464 0.8263 0.5373 1.3 -0.2 -1.3 -0.007
C -0.9634 0.8180 1.0467 -2.6 1.2 -0.7 -0.127
N -1.5458 2.2029 0.8272 1.3 -0.7 1.0 -0.084
C -1.2473 3.1242 1.9729 0.5 2.0 0.3 -0.136
C 0.9325 0.6810 -0.7216 -2.7 0.5 0.8 0.011
C -0.0964 0.4017 -1.9121 -3.3 -3.9 -2.1 0.028
C -0.9781 -0.2204 -2.6886 5.2 3.1 3.6 0.156
C 2.5788 0.8091 -0.7770 -2.0 0.6 -0.2 -0.316
O 2.8760 -0.1585 -1.8119 1.3 0.3 2.0 -0.122
C 4.0970 -0.9110 -1.5816 1.7 -2.1 -0.9 -0.160
C 5.4600 -0.0597 -1.7298 -1.4 0.9 0.4 -0.222
N 6.7225 -0.8221 -1.5279 0.0 1.5 -1.2 -0.055
C 7.8293 0.1021 -2.0015 1.0 0.2 0.5 -0.161
C 8.0897 1.3634 -1.0252 0.7 2.3 -0.4 -0.363
C 7.3894 2.7550 -1.5318 0.2 0.5 -0.1 -0.070
O 7.6680 1.1684 0.3550 0.3 0.4 -0.4 -0.116
C 3.0148 2.2728 -1.3157 -0.3 0.6 -1.4 -0.529
Br 3.2055 3.6496 0.1469 -0.2 -0.9 -0.6 0.717
C 1.9902 2.9240 -2.4022 1.0 0.5 -0.9 -0.260
C 2.0105 2.1332 -3.8399 0.0 0.4 -0.5 -0.098
H 3.2877 -0.7451 5.2613 1.0 1.1 -2.1 0.057
H 4.7819 1.4666 1.4082 -0.9 -1.7 0.0 0.091
H 4.8823 -0.4071 1.0447 -1.1 1.8 0.6 0.110
H 2.5089 -0.7061 0.7764 0.5 1.8 0.0 0.162
H 1.2621 0.2500 2.4632 0.4 1.4 -1.5 0.150
H 1.6193 2.0469 2.1027 -0.5 -1.4 -1.4 0.121
H -1.6448 0.0902 0.4607 1.6 0.9 0.9 0.146
H -1.0401 0.6364 2.1965 0.7 0.0 -2.3 0.143
H -1.1336 2.6300 -0.0212 -0.5 -0.6 0.6 0.093
H -0.8967 4.1417 1.5171 -0.7 -1.7 1.1 0.101
H -0.3988 2.7835 2.6727 -1.2 0.3 -1.1 0.069
H -2.1565 3.3812 2.6328 1.3 -0.7 -1.2 0.096
H -1.5759 -0.7596 -3.5262 1.3 1.5 2.0 0.094
H 4.0826 -1.5486 -0.6008 -0.2 1.4 -1.5 0.109
H 4.1322 -1.7147 -2.4314 -0.3 1.5 1.5 0.154
H 5.3881 0.8230 -0.9902 0.1 -1.1 -1.0 0.093
H 5.4362 0.4050 -2.8019 0.2 -1.0 1.9 0.140
H 6.8858 -1.0959 -0.5457 -0.2 0.5 -0.7 0.109
H 7.5866 0.5396 -3.0553 0.3 -1.0 1.9 0.131
H 8.8492 -0.4531 -2.0979 -2.0 0.7 0.3 0.131
H 9.2348 1.5927 -1.0009 -1.9 -0.6 -0.2 0.144
H 6.5617 2.5938 -2.3185 1.3 0.2 1.2 0.062
H 8.1616 3.5021 -1.9865 -1.3 -1.5 0.7 0.092
H 6.9257 3.3191 -0.6268 0.7 -1.1 -1.5 0.081
H 7.8383 2.0205 0.8454 -0.2 -1.4 -0.9 0.112
H 4.0503 2.2873 -1.8496 -1.9 -0.5 1.3 0.100
H 0.9314 3.1135 -1.9980 1.6 -0.5 -0.5 0.103
H 2.4319 3.9781 -2.6432 -0.9 -1.9 0.7 0.113
H 2.8534 1.3417 -3.9026 -1.5 1.3 0.2 0.079
H 2.2137 2.9023 -4.6956 -0.4 -1.3 1.6 0.087
H 0.9997 1.6403 -4.0983 1.7 0.7 0.6 0.053
C -3.7879 5.6023 0.5184 0.1 -0.1 -0.1 -0.007
C -3.5177 6.3753 1.7807 0.3 0.3 0.5 -0.547
O -2.4581 6.2768 2.3915 -0.2 -0.1 -0.2 0.008
N -4.4919 7.2049 2.2433 0.4 -0.4 -0.2 0.002
C -5.7970 7.4588 1.6744 0.0 0.3 0.4 -0.076
H -2.9195 4.9862 0.2769 -0.1 0.2 0.1 0.062
H -4.6490 4.9449 0.6580 0.0 0.1 -0.2 0.089
H -3.9645 6.2893 -0.3119 -0.1 -0.1 0.0 0.091
H -4.2364 7.6885 3.0940 -0.1 -0.1 -0.1 0.143
H -5.8723 8.5264 1.4560 -0.2 -0.1 -0.1 0.086
H -6.5512 7.1924 2.4183 -0.2 0.0 -0.2 0.085
H -5.9696 6.8890 0.7627 0.1 0.1 0.1 0.076
C -1.1224 0.5801 5.4175 0.1 0.2 -0.1 -0.012
C -0.4457 -0.7469 5.6300 0.2 -0.7 0.2 -0.550
O 0.7741 -0.8701 5.5828 0.0 0.2 -0.2 -0.005
N -1.2285 -1.8291 5.8792 0.5 0.7 -0.2 0.007
C -2.6704 -1.8859 5.9699 0.0 -0.5 0.1 -0.066
H -0.3674 1.3467 5.2291 0.0 -0.2 0.1 0.081
H -1.7859 0.5288 4.5510 -0.2 0.1 0.2 0.070
H -1.6843 0.8621 6.3102 -0.1 0.0 -0.2 0.093
H -0.7037 -2.6835 6.0115 -0.1 0.1 0.0 0.144
H -2.9357 -2.2581 6.9617 -0.3 0.1 -0.1 0.091
H -3.0300 -2.5895 5.2163 -0.3 0.1 0.1 0.078
H -3.1355 -0.9143 5.8106 0.1 -0.1 0.0 0.081
C -5.1434 -4.5676 -1.1383 -0.1 -0.1 0.1 -0.007
C -4.2951 -3.3303 -1.2538 0.1 0.7 0.3 -0.547
O -4.4543 -2.3607 -0.5203 0.1 -0.3 -0.1 0.016
N -3.3242 -3.3054 -2.2080 -0.4 0.0 0.3 -0.001
C -2.9793 -4.3357 -3.1639 0.4 0.3 -0.1 -0.069
H -5.8693 -4.4345 -0.3339 0.2 0.1 -0.2 0.066
H -5.6881 -4.7409 -2.0689 0.1 -0.2 0.0 0.090
H -4.5161 -5.4291 -0.8986 -0.1 -0.1 -0.2 0.090
H -2.7974 -2.4419 -2.2209 -0.1 -0.2 0.1 0.102
H -1.9338 -4.6108 -3.0071 -0.1 -0.2 -0.2 0.085
H -3.0926 -3.9212 -4.1683 0.0 -0.3 -0.1 0.083
H -3.6062 -5.2203 -3.0638 0.0 0.2 0.0 0.079
C -5.7064 -4.0066 2.5591 0.1 0.2 -0.1 -0.021
C -6.0113 -4.2883 4.0038 -0.1 0.2 0.6 -0.553
O -5.8806 -3.4303 4.8683 0.1 -0.1 -0.2 0.018
N -6.4407 -5.5356 4.3402 0.2 0.5 -0.2 0.002
C -6.6552 -6.6732 3.4737 -0.1 -0.1 0.5 -0.077
H -5.3747 -2.9716 2.4546 -0.1 -0.2 0.1 0.086
H -4.9056 -4.6618 2.2090 -0.1 0.0 -0.1 0.084
H -6.6036 -4.1433 1.9516 0.1 -0.1 -0.1 0.083
H -6.6230 -5.6440 5.3291 0.0 0.0 -0.2 0.143
H -7.7005 -6.9776 3.5624 0.1 -0.2 -0.2 0.086
H -6.0152 -7.4892 3.8169 -0.1 -0.1 -0.3 0.084
H -6.4297 -6.4489 2.4322 0.0 0.1 0.2 0.072
C -1.2184 4.7583 -5.9827 0.1 0.2 -0.1 -0.007
C -1.7717 4.3197 -4.6546 -0.1 0.4 0.7 -0.556
O -1.8571 5.0836 -3.7005 0.1 -0.3 -0.3 0.022
N -2.1858 3.0278 -4.5278 0.2 0.3 0.0 0.002
C -2.1690 1.9793 -5.5228 -0.3 -0.1 0.4 -0.080
H -0.9321 5.8104 -5.9270 -0.1 -0.2 0.1 0.089
H -0.3309 4.1721 -6.2317 -0.1 0.0 -0.2 0.080
H -1.9774 4.6483 -6.7603 0.2 -0.1 -0.1 0.089
H -2.5443 2.8105 -3.6073 0.0 0.0 -0.2 0.134
H -3.1940 1.6290 -5.6651 0.1 -0.2 -0.3 0.088
H -1.5590 1.1575 -5.1394 0.0 -0.1 -0.3 0.048
H -1.7651 2.3167 -6.4760 0.0 0.0 0.2 0.082
C 2.7515 -6.8316 -1.3897 0.0 -0.2 -0.1 -0.009
C 2.3293 -5.4507 -1.8105 -0.4 0.3 -0.5 -0.550
O 1.5448 -5.2622 -2.7331 0.2 0.0 0.3 0.018
N 2.8460 -4.3881 -1.1324 -0.2 -0.3 -0.2 0.001
C 3.7757 -4.3974 -0.0259 -0.1 0.5 -0.1 -0.081
H 2.2568 -7.5710 -2.0226 0.0 0.3 0.1 0.088
H 3.8315 -6.9456 -1.5061 0.0 -0.1 0.2 0.088
H 2.4592 -7.0139 -0.3533 0.2 0.0 0.0 0.087
H 2.5150 -3.4954 -1.4737 0.1 -0.2 0.0 0.121
H 3.2993 -3.8991 0.8220 0.2 -0.1 0.2 0.083
H 4.6625 -3.8317 -0.3223 0.2 -0.1 0.3 0.073
H 4.0684 -5.4055 0.2630 -0.1 0.1 -0.1 0.081
```
Forces are in eV/Å.

Summary:
- Multiplicity: 1
- Kohn-Sham gap: 6.584 eV
- E_LUMO: -4.353 eV
- Total charge: +1